{"formula": "C3H8O", "method": "wB97M-V/def2-TZVPD", "relative_energy_kcal_mol": 96.5, "homo_energy_ha": -0.30878, "lumo_ev": 0.7, "e_tot_ev": -5283.965, "symbols": ["O", "C", "C", "C", "H", "H", "H", "H", "H", "H", "H", "H"], "xyz": [[-0.382, 2.014, -0.236], [-0.526, -0.836, 0.681], [0.880, -0.498, 0.028], [-1.159, 1.067, -0.702], [1.232, -1.415, -0.450], [-1.368, -1.169, 0.056], [0.497, 2.104, -0.656], [-0.957, -0.127, 1.404], [-0.217, -1.703, 1.255], [1.104, 0.286, -0.715], [-0.631, 0.528, -1.533], [1.527, -0.250, 0.870]]}